C37H50GeNRbSSbSe4Si3Te | wB97M-V/def2-TZVPD

Each line ends with the Löwdin charge.
Geometry (Å):
1 Te 2.9090 1.1387 1.0343  0.977
2 Sb 2.2766 2.5726 4.3427  -0.152
3 Rb -1.8740 1.1061 1.4386  0.605
4 Se 0.6241 4.1488 4.9741  -0.056
5 Se 1.0767 0.8553 2.7496  0.027
6 Se 3.6905 3.2351 2.2687  0.078
7 Se 3.6264 1.4943 5.9686  -0.064
8 Ge 1.7279 2.7123 -1.9447  0.814
9 S 4.8814 -1.4732 0.7248  0.989
10 Si -2.7441 -2.6620 1.5107  0.410
11 Si -2.6580 -1.3441 -1.3517  0.338
12 Si -0.1602 -2.8071 -0.1951  0.361
13 N -1.8197 -0.9654 3.5463  -0.034
14 C 0.6399 2.3943 -3.6206  -0.391
15 C -0.6862 -1.5366 5.5800  -0.065
16 C -3.8907 -2.4930 -2.2315  -0.183
17 C 3.8652 -1.0042 -2.7564  -0.115
18 C -0.7465 -2.8785 5.2401  -0.066
19 C -3.5397 3.9092 0.1893  -0.131
20 C 5.1926 -0.5982 -2.8150  -0.132
21 C -1.3606 -3.2398 4.0511  -0.082
22 C -1.8104 -2.1057 0.0672  -0.476
23 C 5.9244 -2.0523 1.9382  -0.407
24 C -0.5001 3.1780 -3.8303  -0.156
25 C -4.4325 -1.8211 1.7534  -0.184
26 C 4.9402 -0.2353 2.9699  -0.235
27 C 5.8588 -1.3073 3.0792  -0.172
28 C 0.9554 1.4756 -4.6259  -0.125
29 C -3.1737 -4.5078 1.6464  -0.183
30 C 2.8640 -0.0741 -2.5032  -0.178
31 C 1.2353 -1.5684 0.1760  -0.249
32 C 0.2848 -4.2810 0.9115  -0.183
33 C -0.9551 4.7306 0.9048  -0.269
34 C -1.2496 -0.6254 4.7014  -0.217
35 C 5.5043 0.7381 -2.6087  -0.110
36 C 4.4901 1.6578 -2.3556  -0.162
37 C 0.1538 1.3147 -5.7517  -0.104
38 C -0.9942 2.0757 -5.9104  -0.121
39 C -3.7111 0.2013 -0.9683  -0.233
40 C -1.8848 -2.2677 3.1974  -0.286
41 C 4.3290 -0.2049 1.7439  -0.875
42 C -1.9576 4.6259 1.8661  -0.074
43 C 0.2493 -3.4479 -1.9356  -0.182
44 C 0.4267 5.2125 1.2415  -0.060
45 C 3.1424 1.2847 -2.3056  -0.488
46 C -1.3155 3.0181 -4.9434  -0.111
47 C -1.2621 4.3853 -0.4109  -0.062
48 C -1.5031 -0.6702 -2.6938  -0.169
49 C -2.5349 3.9769 -0.7694  -0.092
50 C -3.2440 4.2264 1.5090  -0.130
51 H -0.2106 -1.1949 6.4893  0.105
52 H 4.7379 0.4732 3.7619  -0.013
53 H 0.1360 -4.0786 1.9741  0.006
54 H -1.2326 0.4359 4.9414  0.100
55 H 0.8607 1.7292 -0.9523  -0.126
56 H 0.9361 -0.5932 -0.2283  -0.024
57 H 1.8324 -0.4120 -2.4780  0.082
58 H 1.8430 0.8638 -4.5392  0.078
59 H 0.6398 6.1441 0.7121  0.091
60 H -4.9602 -2.3169 2.5736  0.030
61 H -0.7599 3.9476 -3.1155  0.058
62 H 6.5365 1.0673 -2.6480  0.094
63 H 4.7512 2.7008 -2.2025  0.080
64 H 0.4778 -2.6477 -2.6416  0.002
65 H -4.3506 -0.7646 2.0210  0.006
66 H 3.6058 -2.0471 -2.9063  0.101
67 H -4.4124 -2.0043 -3.0599  0.021
68 H 1.3482 -4.5018 0.7694  0.028
69 H -4.0187 4.1629 2.2648  0.104
70 H 5.9770 -1.3202 -3.0098  0.094
71 H -1.0674 -1.4501 -3.3202  0.019
72 H -2.7384 3.6980 -1.7951  0.102
73 H -4.2097 0.4899 -1.8988  0.036
74 H -2.1975 3.6391 -5.0603  0.092
75 H 0.4273 0.5835 -6.5043  0.094
76 H -2.2940 -5.1552 1.6469  0.005
77 H -5.0569 -1.8979 0.8596  0.020
78 H -4.4826 0.0544 -0.2099  0.010
79 H -3.7598 -4.7193 2.5462  0.026
80 H 1.3366 -1.5098 1.2631  -0.017
81 H 0.5451 5.3735 2.3088  0.014
82 H 6.5425 -2.9175 1.7537  0.068
83 H -1.7287 4.8508 2.9012  0.083
84 H -3.3606 -3.3647 -2.6272  0.019
85 H -0.5609 -4.0506 -2.3541  0.028
86 H -3.1046 1.0643 -0.6842  -0.072
87 H -3.7771 -4.7880 0.7777  0.028
88 H -4.6415 -2.8663 -1.5269  0.015
89 H -0.6836 -0.0726 -2.2792  0.016
90 H 1.1384 -4.0839 -1.8631  0.023
91 H -0.3200 -3.6324 5.8908  0.104
92 H 1.1748 4.4888 0.9129  0.024
93 H -1.6251 1.9450 -6.7816  0.090
94 H -0.2786 -5.1792 0.6460  0.024
95 H 6.4399 -1.5140 3.9662  0.107
96 H -1.4315 -4.2839 3.7721  0.094
97 H 2.1883 -1.8655 -0.2678  0.001
98 H -4.5379 3.5955 -0.0895  0.105
99 H -0.4700 4.4326 -1.1483  0.054
100 H -2.0641 -0.0051 -3.3576  0.033

Atomic forces in eV per Å
Te -0.225 0.542 0.080
Sb -0.213 -0.089 0.279
Rb -0.049 0.015 -0.110
Se 0.002 0.014 -0.036
Se 0.681 -0.165 0.181
Se 0.102 -0.272 -0.291
Se -0.033 0.017 0.016
Ge 0.228 -0.196 0.054
S 0.034 -0.032 0.001
Si -0.034 0.044 -0.164
Si 0.057 -0.073 -0.061
Si -0.038 -0.027 -0.079
N -0.016 0.090 0.018
C -0.118 0.016 -0.030
C -0.008 -0.002 -0.022
C 0.069 -0.014 0.074
C -0.043 0.019 0.018
C -0.012 0.021 -0.024
C -0.035 -0.057 0.086
C 0.033 0.021 0.028
C 0.003 -0.025 0.037
C -0.179 0.084 0.204
C 0.034 -0.046 -0.045
C -0.002 -0.109 -0.102
C 0.051 -0.036 0.005
C 0.012 -0.002 -0.142
C -0.066 0.079 0.013
C -0.088 0.060 -0.028
C 0.066 0.050 -0.060
C -0.013 -0.026 -0.009
C -0.077 0.084 -0.034
C 0.027 -0.004 -0.009
C -0.020 -0.006 0.058
C 0.010 -0.060 0.035
C 0.001 -0.035 -0.017
C -0.048 -0.002 0.013
C 0.030 0.012 0.049
C -0.025 -0.002 -0.019
C -0.055 0.037 -0.048
C -0.019 0.004 -0.059
C 0.113 -0.066 0.194
C -0.059 -0.026 0.001
C 0.044 0.007 0.055
C -0.012 -0.035 -0.068
C 0.075 0.009 0.082
C 0.006 0.031 0.019
C 0.040 -0.015 0.014
C -0.044 -0.043 0.042
C 0.000 -0.051 -0.011
C -0.002 -0.006 -0.011
H -0.004 -0.006 0.003
H 0.019 -0.023 0.000
H -0.017 -0.003 -0.008
H 0.004 0.014 -0.005
H -0.084 0.001 -0.069
H 0.044 -0.024 -0.004
H 0.002 0.005 0.019
H 0.016 -0.011 0.003
H 0.004 -0.009 0.012
H 0.017 0.006 -0.007
H -0.019 0.043 0.059
H 0.003 -0.004 0.001
H 0.003 0.010 0.008
H -0.002 -0.022 0.031
H 0.007 -0.003 -0.026
H 0.002 0.006 0.000
H 0.021 0.008 0.013
H -0.016 -0.007 0.002
H 0.012 0.020 0.012
H 0.001 0.006 -0.005
H -0.032 0.022 0.027
H -0.026 -0.008 -0.040
H -0.033 -0.006 0.024
H 0.006 -0.010 -0.004
H 0.002 0.004 0.000
H -0.027 0.034 0.009
H 0.015 -0.008 0.016
H 0.003 0.004 0.013
H 0.013 0.004 0.003
H 0.046 0.010 0.039
H 0.005 0.017 0.065
H -0.026 0.012 -0.021
H 0.022 0.044 -0.008
H -0.013 0.016 0.003
H -0.010 0.014 -0.002
H -0.151 0.001 -0.328
H 0.005 0.014 0.012
H 0.008 0.020 -0.023
H 0.008 -0.018 0.018
H -0.017 -0.004 -0.014
H 0.001 0.004 0.007
H 0.009 0.018 -0.038
H 0.002 -0.001 0.007
H 0.008 0.027 0.007
H -0.009 0.014 -0.007
H 0.006 0.011 -0.003
H 0.011 -0.007 0.016
H -0.008 -0.005 0.005
H -0.002 0.023 0.005
H -0.015 0.012 -0.003

Properties
**Energy**: -407530.8634 eV
**Total charge**: -1
**ΔE to the lowest compared entry with this formula, charge and spin**: 1.9735 eV
**Highest occupied orbital energy**: -4.42 eV
**Lowest unoccupied orbital energy**: 0.018 hartree

---

C6H8N | wB97M-V/def2-TZVPD

Each line ends with the natural charge from an NBO analysis.
Geometry (Å):
1 N 3.0813 0.1520 0.2226  -0.206
2 C -0.6190 0.9581 -0.3766  -0.615
3 C 0.9920 -0.8953 -0.1286  -0.470
4 C 1.9972 -0.1603 0.7485  0.271
5 C 5.6512 0.4055 -0.3119  0.433
6 C 4.2366 0.1361 -0.0853  0.053
7 C -0.4286 -0.4351 0.1673  -0.394
8 H 1.0858 -0.7151 -1.2117  0.259
9 H 0.2869 1.5825 -0.2587  0.191
10 H -1.1171 -1.2444 -0.1634  0.244
11 H 1.8691 0.2202 1.7619  0.273
12 H -0.7549 0.8933 -1.4517  0.227
13 H -0.5845 -0.4193 1.2156  0.206
14 H 1.1088 -1.9858 0.1131  0.280
15 H -1.4489 1.3720 0.2122  0.245

Atomic forces in eV per Å
N 0.718 -0.251 0.546
C -0.239 -0.096 0.171
C -0.557 -0.718 0.692
C -1.691 -0.294 -1.234
C -4.667 -1.008 0.647
C 6.128 1.514 -1.380
C 0.317 -0.979 0.053
H 0.979 -0.216 0.456
H -0.390 -0.187 0.334
H 0.237 0.925 -0.328
H -0.437 -0.282 0.045
H -0.592 0.374 -0.101
H -0.067 -0.016 1.277
H 0.126 0.768 -0.269
H 0.135 0.466 -0.907

Properties
**Energy**: -7827.1054 eV
**Total charge**: +1
**ΔE to the lowest compared entry with this formula, charge and spin**: 8.5829 eV
**Highest occupied orbital energy (alpha / beta)**: -15.13 / -15.13 eV
**Lowest unoccupied orbital energy (alpha / beta)**: -0.289 / -0.289 hartree

---

C6H9NO2 | wB97M-V/def2-TZVPD

Each line ends with the natural charge from an NBO analysis.
Geometry (Å):
1 O 1.8707 0.3578 -1.6195  -0.534
2 O -0.7716 1.5659 0.8180  -0.684
3 N 0.7624 -2.5705 0.3040  -0.439
4 C -2.0614 -0.9761 -0.1200  -0.678
5 C -1.1132 -0.1206 -0.8853  -0.079
6 C -0.5410 1.0436 -0.4348  0.034
7 C 0.9058 -1.4957 -0.0966  0.073
8 C 1.4320 0.2417 -0.5164  0.600
9 C 2.0804 0.6921 0.7642  -0.704
10 H -2.0337 -2.0001 -0.4835  0.253
11 H -1.8547 -0.9881 0.9504  0.218
12 H 1.7605 0.1664 1.6575  0.248
13 H -0.9193 -0.3896 -1.9134  0.233
14 H -1.1555 0.8959 1.3961  0.480
15 H -3.0747 -0.5840 -0.2667  0.242
16 H 3.1571 0.5929 0.6421  0.262
17 H 1.8351 1.7411 0.9373  0.245
18 H -0.2789 1.8272 -1.1335  0.233

Atomic forces in eV per Å
O -0.902 0.620 0.569
O 0.174 -0.106 -0.106
N -0.169 0.166 -0.145
C 0.177 0.003 -0.002
C 0.138 1.525 0.308
C -2.169 -0.269 -0.128
C 1.009 1.345 -0.111
C 1.749 -4.021 -0.463
C -0.715 1.254 0.565
H 0.029 -0.034 0.104
H -0.009 -0.078 0.013
H -0.146 -0.283 -0.251
H 0.167 0.045 -0.068
H -0.023 0.000 -0.063
H 0.046 0.000 0.016
H -0.074 -0.120 -0.212
H 0.208 0.107 -0.084
H 0.508 -0.153 0.058

Properties
**Energy**: -11949.3570 eV
**SMILES string**: CC(=O)C#N.C/C=C\O
**ΔE to the lowest compared entry with this formula, charge and spin**: 3.9616 eV
**Highest occupied orbital energy**: -9.22 eV
**Lowest unoccupied orbital energy**: -0.022 hartree

---

> Which formula does entry 3 have?

C6H9NO2

---

> The highest ΔE to the lowest compared entry with this formula, charge and spin belongs to which entry?

C6H8N

---

Please write out number 3 again, unchanged.
C6H9NO2 | wB97M-V/def2-TZVPD

Each line ends with the natural charge from an NBO analysis.
Geometry (Å):
1 O 1.8707 0.3578 -1.6195  -0.534
2 O -0.7716 1.5659 0.8180  -0.684
3 N 0.7624 -2.5705 0.3040  -0.439
4 C -2.0614 -0.9761 -0.1200  -0.678
5 C -1.1132 -0.1206 -0.8853  -0.079
6 C -0.5410 1.0436 -0.4348  0.034
7 C 0.9058 -1.4957 -0.0966  0.073
8 C 1.4320 0.2417 -0.5164  0.600
9 C 2.0804 0.6921 0.7642  -0.704
10 H -2.0337 -2.0001 -0.4835  0.253
11 H -1.8547 -0.9881 0.9504  0.218
12 H 1.7605 0.1664 1.6575  0.248
13 H -0.9193 -0.3896 -1.9134  0.233
14 H -1.1555 0.8959 1.3961  0.480
15 H -3.0747 -0.5840 -0.2667  0.242
16 H 3.1571 0.5929 0.6421  0.262
17 H 1.8351 1.7411 0.9373  0.245
18 H -0.2789 1.8272 -1.1335  0.233

Atomic forces in eV per Å
O -0.902 0.620 0.569
O 0.174 -0.106 -0.106
N -0.169 0.166 -0.145
C 0.177 0.003 -0.002
C 0.138 1.525 0.308
C -2.169 -0.269 -0.128
C 1.009 1.345 -0.111
C 1.749 -4.021 -0.463
C -0.715 1.254 0.565
H 0.029 -0.034 0.104
H -0.009 -0.078 0.013
H -0.146 -0.283 -0.251
H 0.167 0.045 -0.068
H -0.023 0.000 -0.063
H 0.046 0.000 0.016
H -0.074 -0.120 -0.212
H 0.208 0.107 -0.084
H 0.508 -0.153 0.058

Properties
**Energy**: -11949.3570 eV
**SMILES string**: CC(=O)C#N.C/C=C\O
**ΔE to the lowest compared entry with this formula, charge and spin**: 3.9616 eV
**Highest occupied orbital energy**: -9.22 eV
**Lowest unoccupied orbital energy**: -0.022 hartree